[1]
The following is a quantum chemistry calculation of a 6-piece molecular cluster, C45H88O11S overall, from the OMol25 dataset.

Values from the calculation:
LUMO   0.58 eV
Maximum force   1.2 eV/Å
Frontier orbital gap   9.09 eV
DFT total energy   -2993.0959 hartree
SMILES   COCCCCCCCCCC[C@]1(COC)OS(=O)(=O)O[C@H]1CC[C@H](C)CCC=C(C)C.C1CCOC1.C1CCOC1.C1CCOC1.C1CCOC1.C1CCOC1
HOMO energy   -8.518 eV

Positions of all 145 atoms, in Å:
C: 1.4304 4.2519 5.1031
O: 1.7384 4.1829 3.7302
C: 0.8428 4.9067 2.8976
C: -0.0101 3.9407 2.0907
C: -1.0975 3.2055 2.8616
C: -2.2113 4.0903 3.4358
C: -3.2599 4.4785 2.3700
C: -4.6299 3.8241 2.5428
C: -4.7644 2.4212 1.9431
C: -4.3980 1.2449 2.8549
C: -4.5444 -0.0826 2.0956
C: -3.3201 -0.4460 1.2469
C: -2.1684 -1.1768 1.9355
C: -2.5356 -2.4182 2.7305
O: -3.3798 -2.2175 3.8396
C: -2.7443 -1.7341 5.0140
O: -1.3978 -0.2074 2.7288
S: 0.1153 -0.6371 2.8402
O: 0.2989 -1.4764 3.9776
O: 0.9566 0.4990 2.6652
O: 0.1451 -1.5186 1.5198
C: -1.1342 -1.4811 0.8433
C: -1.2917 -2.6863 -0.0788
C: -1.4897 -2.3268 -1.5568
C: -0.2041 -1.9926 -2.3219
C: 0.3675 -0.6462 -1.8367
C: -0.5238 -1.8428 -3.8276
C: 0.4599 -2.5641 -4.7505
C: 0.6322 -4.0403 -4.4663
C: -0.3609 -4.9227 -4.2193
C: -1.7890 -4.7084 -4.6277
C: -0.0809 -6.2417 -3.5389
H: 2.0389 3.5093 5.6116
H: 0.3789 4.0229 5.2950
H: 1.6521 5.2429 5.5096
H: 1.4602 5.4543 2.1844
H: 0.2412 5.6013 3.4860
H: -0.4231 4.4453 1.2133
H: 0.6878 3.1845 1.7269
H: -0.6593 2.6182 3.6681
H: -1.5833 2.5017 2.1826
H: -1.8018 4.9912 3.8901
H: -2.7156 3.5239 4.2198
H: -3.4037 5.5587 2.4230
H: -2.8643 4.2553 1.3780
H: -5.3322 4.4553 1.9927
H: -4.9463 3.8426 3.5865
H: -4.1620 2.3723 1.0302
H: -5.7977 2.2743 1.6217
H: -5.1206 1.2642 3.6734
H: -3.3939 1.3591 3.2625
H: -4.8480 -0.8956 2.7451
H: -5.3764 0.0724 1.4026
H: -3.6394 -1.0239 0.3793
H: -2.9059 0.4934 0.8733
H: -1.6149 -2.9075 3.0675
H: -3.0477 -3.1166 2.0736
H: -3.3746 -2.0289 5.8505
H: -1.7473 -2.1506 5.1352
H: -2.7029 -0.6437 5.0103
H: -1.1464 -0.6033 0.1998
H: -2.0728 -3.3752 0.2342
H: -0.3557 -3.2439 -0.0118
H: -1.9252 -3.2091 -2.0285
H: -2.2047 -1.5139 -1.7045
H: 0.5589 -2.7541 -2.1633
H: -0.4494 0.0801 -1.8493
H: 1.1655 -0.2760 -2.4771
H: 0.7343 -0.7123 -0.8147
H: -0.4806 -0.7809 -4.0779
H: -1.5493 -2.1490 -4.0280
H: 0.1052 -2.4408 -5.7823
H: 1.4316 -2.0722 -4.7218
H: 1.6489 -4.4235 -4.4887
H: -2.1769 -5.6170 -5.0917
H: -2.4483 -4.4852 -3.7834
H: -1.8898 -3.8901 -5.3378
H: 0.8814 -6.1936 -3.0358
H: -0.8564 -6.4442 -2.8010
H: -0.0446 -7.0643 -4.2571
C: -1.8697 -8.6117 1.6809
C: -3.2957 -8.1702 2.0077
C: -3.4863 -7.0103 1.0398
O: -2.6951 -7.3094 -0.1107
C: -1.8246 -8.4076 0.1719
H: -1.6487 -9.6365 1.9738
H: -1.1507 -7.9538 2.1737
H: -3.9985 -8.9736 1.7774
H: -3.4403 -7.8792 3.0466
H: -3.1292 -6.0725 1.4765
H: -4.5239 -6.8728 0.7331
H: -2.1932 -9.2923 -0.3585
H: -0.8259 -8.1743 -0.1989
C: -6.5259 -6.1313 -4.0864
C: -5.9588 -5.0114 -4.9566
C: -5.6588 -3.9364 -3.9206
O: -5.3265 -4.6231 -2.7128
C: -5.6621 -6.0078 -2.8376
H: -6.4627 -7.1170 -4.5445
H: -7.5730 -5.9327 -3.8481
H: -5.0340 -5.3455 -5.4326
H: -6.6369 -4.6666 -5.7355
H: -6.5347 -3.3028 -3.7434
H: -4.8219 -3.2969 -4.2066
H: -4.7347 -6.5817 -2.9374
H: -6.1743 -6.3361 -1.9325
C: 5.7576 6.7241 1.7967
C: 4.2315 6.7523 1.7691
C: 3.9351 8.1047 2.4037
O: 5.0275 8.9577 2.0591
C: 6.0954 8.1793 1.5087
H: 6.1982 6.0420 1.0725
H: 6.1081 6.4434 2.7929
H: 3.8771 6.7353 0.7350
H: 3.7682 5.9217 2.3008
H: 3.8825 8.0252 3.4955
H: 3.0064 8.5521 2.0460
H: 6.1452 8.3630 0.4303
H: 7.0372 8.4978 1.9572
C: 4.9077 0.1637 0.2402
C: 5.3304 1.4012 -0.5510
C: 5.2300 0.8980 -1.9862
O: 4.1839 -0.0743 -2.0003
C: 3.8242 -0.4162 -0.6580
H: 4.5471 0.3845 1.2433
H: 5.7451 -0.5328 0.3229
H: 4.6183 2.2123 -0.3836
H: 6.3253 1.7659 -0.2998
H: 6.1616 0.4157 -2.3032
H: 4.9907 1.6878 -2.7001
H: 2.8511 0.0304 -0.4349
H: 3.7357 -1.5005 -0.5745
C: 8.6216 5.9439 -3.2185
C: 7.2187 6.3644 -3.6544
C: 6.3962 6.0142 -2.4209
O: 7.2649 6.1809 -1.2991
C: 8.6139 6.3310 -1.7452
H: 9.4201 6.4295 -3.7768
H: 8.7389 4.8634 -3.3254
H: 7.1901 7.4409 -3.8348
H: 6.8662 5.8598 -4.5523
H: 6.0591 4.9718 -2.4511
H: 5.5230 6.6553 -2.2937
H: 8.9137 7.3756 -1.6081
H: 9.2631 5.7029 -1.1346

Results of the Mulliken charge analysis, in e, for atoms 1 through 5: -0.72 -0.34 -0.20 -1.12 0.86



[2]
The following is a quantum chemistry calculation of C16H32F3N4O2V as an isolated structure, from the OMol25 dataset.

Values from the calculation:
LUMO (alpha / beta)   -1.37 / -1.58 eV
Maximum force   2.6 eV/Å
Energy above the lowest of the compared OMol25 structures with the same formula, charge and spin   0.00 kJ/mol
Frontier orbital gap (alpha / beta)   6.74 / 6.53 eV
DFT total energy   -2241.8422 hartree
HOMO energy (alpha / beta)   -8.108 / -8.107 eV

Positions of all 58 atoms, in Å:
V: 1.0221 0.2781 -0.0910
N: 1.0794 1.4308 1.3978
N: 1.7991 -1.1262 0.8667
N: -0.8078 0.9426 -0.8395
N: -0.2139 -1.1432 -0.9973
H: 2.7381 0.4799 2.3083
C: 2.1362 1.3901 2.4026
H: 1.6711 1.4167 3.4056
H: 2.7839 2.2816 2.3122
H: 0.6943 3.4874 1.2009
C: 0.2337 2.5799 1.6314
H: 0.1425 2.7300 2.7192
H: -0.7677 2.4491 1.2140
C: 2.8471 -1.9914 0.3519
H: 2.4251 -2.9580 0.0165
H: 3.3564 -1.5080 -0.4941
H: 3.5885 -2.2049 1.1431
H: 0.6597 -2.5563 1.9581
C: 1.1719 -1.5902 2.1032
H: 1.9325 -1.7178 2.8946
H: 0.4132 -0.8690 2.4344
C: -1.5745 2.1526 -1.1885
H: -0.9279 2.9930 -0.8938
C: -2.8711 2.2025 -0.4053
H: -2.7145 1.9705 0.6514
H: -3.3127 3.2041 -0.4827
H: -3.5846 1.4793 -0.8181
C: -1.8282 2.2042 -2.6841
H: -2.1751 3.2026 -2.9703
H: -0.9162 1.9949 -3.2493
H: -2.5988 1.4730 -2.9628
H: -0.2330 -3.4341 -3.5185
C: -0.4955 -2.4780 -3.0512
H: -1.5867 -2.3633 -3.0782
H: -0.0234 -1.6830 -3.6409
C: 0.0011 -2.4520 -1.6184
H: 1.0953 -2.5734 -1.6220
C: -0.5966 -3.5441 -0.7614
H: -0.1624 -3.5382 0.2441
H: -1.6831 -3.4118 -0.6848
H: -0.3907 -4.5212 -1.2139
H: -2.1747 -0.5134 -1.6070
C: -1.1707 -0.2721 -1.2076
C: 2.8064 1.0882 -0.8310
H: 2.5718 2.1563 -0.7460
H: 3.6781 0.7429 -0.2685
C: 2.3995 0.3664 -2.0122
H: 3.0774 -0.4184 -2.3603
C: 1.3598 0.8035 -2.8227
H: 1.0297 1.8429 -2.7156
H: 1.0711 0.2934 -3.7523
F: -3.1648 -0.3871 4.9962
C: -2.4637 0.1958 3.9988
F: -3.0401 1.4214 3.7551
F: -1.1942 0.4402 4.4658
C: -2.3974 -0.6436 2.6561
O: -3.0524 -1.6945 2.6726
O: -1.6626 -0.1004 1.7889

Results of the natural (NBO) charge analysis, in e, for atoms 1 through 5: 1.54 -0.55 -0.54 -0.59 -0.59



[3]
The following is a quantum chemistry calculation of C2H6N2S2 as an isolated structure, from the OMol25 dataset.

Values from the calculation:
LUMO   -0.61 eV
Maximum force   4.8 eV/Å
Energy above the lowest of the compared OMol25 structures with the same formula, charge and spin   779.96 kJ/mol
Frontier orbital gap   7.95 eV
DFT total energy   -985.3864 hartree
HOMO energy   -8.561 eV

Positions of all 12 atoms, in Å:
C: -0.4195 -0.3261 0.0830
C: 0.8481 -1.1160 -0.3282
H: -2.7707 0.7609 -0.1392
H: -1.2331 2.1132 1.3970
H: 0.3221 1.2474 -0.6836
H: 0.7480 -1.3006 -1.6028
H: 1.0403 -2.1735 0.1239
H: 3.0535 -0.7283 1.4401
N: -1.6564 1.6949 -0.0864
N: -0.5081 0.9008 -0.3052
S: -1.7991 -1.1756 0.0863
S: 2.3748 0.1029 0.0152

Results of the natural (NBO) charge analysis, in e, for atoms 1 through 5: 0.06 -0.54 0.40 0.28 0.40



[4]
The following is a quantum chemistry calculation of a 2-piece molecular cluster, C2H4N2OS overall, from the OMol25 dataset.

Values from the calculation:
LUMO (alpha / beta)   -0.61 / -0.61 eV
Maximum force   5.2 eV/Å
Energy above the lowest of the compared OMol25 structures with the same formula, charge and spin   402.32 kJ/mol
Frontier orbital gap (alpha / beta)   9.59 / 9.59 eV
DFT total energy   -661.4323 hartree
HOMO energy (alpha / beta)   -10.198 / -10.198 eV

Positions of all 10 atoms, in Å:
C: 2.0329 -0.5725 1.3014
C: 0.0356 -0.6366 0.1705
N: 3.0699 -0.6475 1.7548
N: 0.0178 0.3394 -0.8221
O: -0.0771 -1.9137 -0.2420
S: -1.3350 -0.0267 1.4079
H: -0.0560 1.2449 -0.3246
H: 0.7834 0.4055 -1.5286
H: -0.0320 -2.6329 0.4178
H: -2.1183 -0.9236 0.9550

Results of the natural (NBO) charge analysis, in e, for atoms 1 through 5: 0.00 0.53 -0.50 -0.81 -0.69



[5]
The following is a quantum chemistry calculation of one molecule with the formula C10H11N3O, from the OMol25 dataset.

Values from the calculation:
LUMO (alpha / beta)   -0.75 / -0.47 eV
Maximum force   4.5 eV/Å
Energy above the lowest of the compared OMol25 structures with the same formula, charge and spin   634.55 kJ/mol
Frontier orbital gap (alpha / beta)   7.94 / 8.03 eV
DFT total energy   -626.9344 hartree
HOMO energy (alpha / beta)   -8.688 / -8.504 eV

Positions of all 25 atoms, in Å:
C: 2.7262 -0.3175 1.7574
C: 2.0618 0.5219 2.5784
C: 2.0061 -0.9535 0.7463
C: 0.7383 0.8589 2.3373
C: 0.6808 -0.5147 0.4940
C: 0.0120 -1.2254 -0.5738
C: -2.2826 -0.6276 0.0979
C: -1.2464 -0.5418 -0.9514
C: -0.9069 0.9334 -1.3411
C: 0.0209 1.1239 -2.6846
N: -0.8136 1.8677 -0.4340
N: -3.2912 -1.3073 -0.2439
N: 0.0677 0.3517 1.3522
O: 0.5349 -2.1900 -1.1068
H: 3.7518 -0.4924 2.1008
H: 2.5215 0.8325 3.4159
H: 2.5141 -1.7940 0.2149
H: -0.0030 1.4998 2.9316
H: -2.1130 -0.0493 0.9180
H: -1.6641 -1.1024 -1.6840
H: -2.0369 1.1905 -1.5591
H: 0.2492 2.1847 -2.9430
H: -0.4190 0.5100 -3.4478
H: 0.8986 0.6330 -2.4499
H: -4.0071 -1.3921 0.4746

Results of the natural (NBO) charge analysis, in e, for atoms 1 through 5: -0.19 -0.22 -0.16 0.05 0.02



[6]
The following is a quantum chemistry calculation of a 2-piece molecular cluster, CHBr2FO overall, from the OMol25 dataset.

Values from the calculation:
LUMO   0.19 eV
Maximum force   3.8 eV/Å
Energy above the lowest of the compared OMol25 structures with the same formula, charge and spin   25.42 kJ/mol
Frontier orbital gap   11.31 eV
DFT total energy   -5361.8281 hartree
SMILES   O=C(F)Br.Br
HOMO energy   -11.117 eV

Positions of all 6 atoms, in Å:
O: 3.0547 -1.7229 0.1070
C: 3.2118 -0.6620 0.4853
F: 2.9206 -0.2322 1.6674
Br: 4.1258 0.6863 -0.5278
Br: -0.6353 1.2764 0.5121
H: -1.6045 0.1855 -0.0439

Results of the natural (NBO) charge analysis, in e, for atoms 1 through 5: -0.49 0.80 -0.29 -0.02 -0.23